Version a
{"formula": "C24H66N6O6", "method": "the ωB97M-V functional and the def2-TZVPD basis", "elements": ["C", "C", "H", "O", "H", "H", "C", "C", "H", "H", "O", "H", "H", "H", "H", "H", "H", "C", "H", "C", "C", "H", "H", "N", "H", "H", "C", "H", "H", "H", "H", "C", "H", "H", "H", "H", "C", "C", "H", "H", "O", "H", "H", "H", "C", "H", "O", "H", "H", "H", "H", "H", "H", "H", "C", "H", "O", "C", "C", "H", "H", "H", "H", "H", "N", "H", "H", "H", "C", "H", "H", "H", "H", "H", "H", "N", "H", "C", "N", "C", "C", "H", "H", "H", "H", "C", "H", "C", "O", "C", "H", "H", "H", "C", "H", "H", "H", "H", "C", "H", "N", "N"], "xyz": [[1.432, -0.855, -2.541], [1.278, -5.726, -3.249], [-3.768, -2.856, -1.795], [-1.357, 2.359, 3.033], [-1.747, 1.741, -0.212], [0.558, -0.128, 6.185], [-0.412, 6.199, 3.469], [-3.964, -2.276, -3.811], [1.518, 0.010, -3.197], [0.408, -3.777, -2.824], [-0.493, -5.292, -1.727], [-1.147, -1.493, -2.047], [4.848, 2.370, 2.360], [0.484, -6.053, -3.933], [-5.070, -2.951, -5.428], [1.099, 2.959, 0.626], [-1.008, 0.238, -2.409], [-4.493, -3.015, -2.599], [-3.716, -1.247, -3.551], [-0.859, -0.526, -1.625], [-1.094, -4.419, -0.791], [-0.366, 0.878, 0.575], [4.826, 0.559, 0.504], [5.020, 1.379, 2.491], [0.393, 7.696, 4.865], [1.604, 6.864, 3.960], [-1.417, 1.720, 4.296], [-1.175, 4.203, -0.022], [-1.399, 5.784, -0.837], [-2.613, 3.888, 3.545], [0.217, 5.285, -0.359], [-2.486, 3.130, 2.755], [-2.009, -3.198, -3.633], [-1.539, -3.554, -1.291], [0.890, 0.490, -0.997], [-0.773, -0.843, 3.482], [-0.158, 0.923, 4.525], [0.097, -0.170, 3.522], [0.621, 8.114, 3.188], [0.691, 1.626, 4.512], [-1.731, -0.295, -0.539], [-2.066, 0.743, 1.149], [2.545, -6.620, -1.777], [-5.418, -2.511, -2.303], [-0.919, -2.629, -5.787], [0.234, 0.182, 2.502], [-1.016, 5.914, 1.150], [-4.792, -4.062, -2.652], [6.023, 1.253, 2.448], [-1.398, 6.657, 3.411], [-3.426, 2.582, 2.625], [0.930, -7.354, -1.922], [-0.351, -4.147, -0.032], [3.474, -0.794, 2.861], [-0.842, 5.247, -0.071], [0.891, -1.609, -3.134], [-2.233, -2.250, -5.483], [4.308, 0.608, 1.475], [-2.768, -2.998, -4.405], [3.169, -5.695, -4.028], [-0.619, -2.101, -6.693], [-0.016, 4.489, 2.186], [0.551, 4.969, 4.842], [-4.795, -1.384, -5.474], [0.997, -1.440, -0.187], [-0.223, -2.331, -4.993], [2.108, 2.930, -0.853], [-1.485, 2.493, 5.081], [4.084, -0.820, 1.955], [-0.786, 4.310, 4.188], [2.095, -4.991, -4.978], [1.373, -4.419, -1.532], [5.043, -1.304, 2.116], [2.553, 0.745, 0.312], [2.267, 1.169, 2.003], [2.373, -5.065, -4.005], [2.196, -7.693, -3.144], [2.978, 1.284, 1.173], [-0.384, 5.178, 4.519], [0.645, -4.725, -2.311], [2.084, 3.206, 0.207], [2.133, 4.289, 0.314], [0.930, -0.813, 3.810], [-2.374, 3.756, 1.867], [-0.550, 1.042, 6.536], [1.770, -6.945, -2.477], [-2.336, 1.126, 4.382], [0.588, 7.268, 3.878], [3.200, 2.631, 0.853], [-0.029, 5.588, 2.118], [-1.897, -4.950, -0.282], [-3.107, -3.974, -4.787], [0.321, -1.301, 0.565], [-1.410, 0.816, 0.285], [2.400, -1.307, -2.335], [0.984, 5.847, 1.775], [-0.831, -3.706, -5.973], [3.488, -1.387, 1.233], [0.633, -0.538, -1.273], [0.836, -2.412, -0.438], [-0.279, 0.335, 5.864], [-5.047, -2.127, -4.831]], "e_lumo_ev": 0.692, "homo_ev": -9.1, "molar_mass_g_mol": 534.83, "smiles": "COC[C@H](C)N.COC[C@H](C)N.COC[C@H](C)N.COC[C@H](C)N.COC[C@H](C)N.COC[C@H](C)N", "charge": 0}

=====

Version b
{"formula": "C24H66N6O6", "method": "the ωB97M-V functional and the def2-TZVPD basis", "elements": ["H", "H", "C", "H", "H", "H", "H", "H", "O", "H", "H", "C", "H", "H", "H", "H", "H", "H", "H", "C", "C", "H", "C", "H", "C", "O", "H", "C", "H", "H", "C", "H", "H", "C", "C", "H", "H", "H", "H", "H", "C", "H", "O", "H", "H", "N", "H", "H", "H", "C", "C", "O", "O", "C", "N", "N", "C", "H", "O", "H", "H", "H", "C", "C", "H", "H", "C", "H", "H", "H", "C", "H", "H", "H", "H", "H", "H", "N", "C", "H", "C", "H", "H", "N", "H", "H", "H", "H", "H", "H", "H", "H", "C", "C", "C", "H", "H", "H", "H", "H", "N", "H"], "xyz": [[4.498, -2.900, 1.391], [-2.471, -2.405, 5.123], [-5.911, 3.025, 0.246], [1.860, 1.826, -1.537], [-4.213, -2.990, 2.033], [-3.757, -3.717, 3.611], [-0.360, -4.577, -3.191], [-6.059, 3.422, 2.689], [1.946, 2.395, 2.001], [-0.551, -0.979, 3.160], [3.865, 2.523, 1.509], [2.564, -5.383, -1.681], [-0.423, 1.711, -4.629], [4.681, 3.738, -0.593], [4.801, -0.618, -5.335], [-1.859, 0.776, -1.081], [1.303, -3.538, -0.560], [-4.536, 1.574, 1.030], [4.783, -1.318, 0.703], [-2.157, 0.912, 4.138], [-4.863, 2.595, 1.148], [-1.646, -0.402, 5.769], [-2.862, -1.521, 4.604], [-5.631, 2.817, -0.795], [2.945, 2.286, 1.052], [-3.087, -1.838, 3.233], [3.396, -0.355, -6.287], [-1.572, 0.175, -0.217], [-1.771, 4.953, 2.535], [4.627, 0.377, -2.810], [3.195, 0.574, -4.350], [-2.254, 0.438, 0.622], [2.845, -1.752, -0.920], [2.962, -2.274, 0.044], [-4.122, -2.791, 3.104], [-0.879, -3.037, -3.885], [1.208, -1.497, 0.837], [-0.457, -1.866, 4.472], [2.527, -6.097, -0.859], [-2.197, 0.729, 3.069], [-1.807, -0.442, 4.731], [-1.363, -3.041, 0.440], [1.182, 0.756, -5.603], [1.335, 3.538, -1.671], [-3.242, 3.515, 0.000], [3.620, 0.461, -2.934], [-0.746, 0.154, -5.401], [-1.153, -1.145, -2.729], [2.209, -2.158, 1.941], [2.735, 3.147, -0.126], [2.393, -3.639, -0.277], [-0.879, -3.072, -1.872], [-2.620, 3.207, 2.058], [-0.316, -3.496, -3.069], [-5.387, 2.710, 2.512], [3.849, 3.265, -0.986], [1.680, 0.536, -4.289], [3.244, -1.488, -4.925], [3.146, -4.163, -1.335], [1.336, -0.420, -3.936], [0.750, -3.171, -3.235], [-3.760, -1.200, 5.128], [-1.516, 4.018, 2.039], [4.456, -2.316, 0.475], [3.414, 1.599, -4.676], [4.142, 2.374, -1.343], [-0.163, 1.050, -5.508], [-1.334, 1.661, 4.224], [5.014, -2.838, -0.358], [3.228, -0.357, -2.494], [3.729, -0.522, -5.261], [-0.530, 0.445, -0.025], [3.043, -5.789, -2.593], [-4.664, 2.907, 3.180], [3.055, 2.007, 3.768], [-5.102, -2.432, 3.442], [-6.796, 2.439, 0.456], [-1.198, -2.059, 0.618], [1.553, 2.728, -0.992], [-3.151, 1.311, 4.436], [-3.594, 3.506, 1.050], [1.183, 1.639, 3.630], [-0.667, 3.620, 2.617], [2.217, -1.590, 1.078], [-6.133, 4.104, 0.396], [-0.394, 1.616, -6.423], [-3.882, 4.522, 1.162], [-1.159, 4.163, 1.037], [-2.739, -1.582, -0.810], [3.003, 1.217, 0.716], [2.435, 0.608, 2.805], [2.499, -4.280, 0.667], [2.200, 1.638, 3.106], [-0.850, -1.672, -1.760], [-1.696, -1.326, -0.555], [0.703, 2.550, -0.377], [-1.827, -1.832, 1.374], [0.192, -1.354, -1.541], [2.473, 4.149, 0.120], [1.274, 1.348, -3.663], [-0.537, -0.922, 4.197], [1.546, -5.192, -2.026]], "e_lumo_ev": 0.645, "homo_ev": -8.8, "molar_mass_g_mol": 534.83, "smiles": "COC[C@H](C)N.COC[C@H](C)N.COC[C@H](C)N.COC[C@H](C)N.COC[C@H](C)N.COC[C@H](C)N", "charge": 0}

=====

Version c
{"formula": "C24H66N6O6", "method": "the ωB97M-V functional and the def2-TZVPD basis", "elements": ["C", "H", "H", "H", "H", "C", "N", "H", "H", "C", "H", "N", "H", "H", "H", "C", "H", "H", "H", "H", "H", "H", "C", "H", "H", "C", "H", "C", "H", "C", "O", "H", "H", "H", "O", "H", "H", "C", "H", "N", "H", "H", "C", "H", "C", "H", "H", "H", "C", "C", "H", "H", "H", "H", "O", "H", "H", "H", "C", "H", "H", "H", "H", "H", "H", "H", "C", "H", "H", "N", "H", "H", "H", "C", "C", "H", "C", "H", "H", "H", "H", "H", "O", "C", "H", "C", "C", "H", "H", "O", "H", "H", "O", "N", "H", "H", "N", "C", "C", "C", "H", "H"], "xyz": [[-0.004, 0.440, 0.594], [0.048, 4.321, 1.761], [-0.112, 1.456, -1.180], [-3.273, 0.428, 0.455], [1.427, 2.404, -1.986], [-1.582, -2.412, -0.713], [3.923, 1.759, -4.089], [-3.412, -2.694, -1.808], [2.779, -0.629, -3.895], [0.728, -0.610, -5.367], [-0.368, -2.854, 1.892], [-0.722, 0.852, -0.643], [-1.924, 4.395, -1.163], [2.892, 1.869, 4.666], [2.213, 2.158, 6.212], [2.811, 2.647, 5.435], [1.469, -0.183, -2.898], [-1.639, -1.407, -3.359], [-1.866, -2.908, 0.218], [-1.065, -3.064, -3.669], [-3.628, 4.831, -0.463], [-0.713, -4.839, 0.392], [1.282, -0.216, 0.129], [4.619, 2.234, 6.415], [-1.183, -6.750, -0.733], [2.120, 2.653, -2.795], [1.364, -1.354, -5.856], [0.176, 1.741, 1.420], [1.235, -6.571, 2.973], [0.204, -5.275, 0.799], [1.405, 0.535, -4.850], [-0.790, 2.186, 1.675], [-2.297, 0.403, -1.624], [1.452, 3.015, -3.577], [-3.027, 2.861, -0.408], [-5.016, 0.586, 0.661], [3.124, 3.873, 7.713], [0.369, -3.414, 2.472], [0.308, 3.365, 5.846], [-2.382, -4.453, -1.851], [-5.216, 2.859, -0.643], [0.160, -1.104, -4.578], [-2.981, -1.526, -5.253], [0.742, 1.467, 2.316], [-2.366, -2.989, -1.901], [2.177, -5.385, 2.397], [3.414, 1.053, -2.187], [-4.163, 3.086, -2.012], [3.911, 4.224, 7.042], [-1.898, -2.465, -3.291], [4.333, 0.866, -4.343], [-5.184, 0.678, -1.897], [2.662, 3.516, -2.409], [5.258, 3.044, 4.276], [2.068, 3.679, 4.842], [1.328, -3.030, 2.119], [4.394, 4.313, 4.333], [0.479, 2.471, 4.281], [1.011, 3.899, 1.458], [-0.058, -8.187, -0.716], [0.428, -6.549, -1.346], [0.026, -0.393, -6.172], [-0.571, -0.233, 1.240], [3.469, 2.091, -4.931], [-2.194, 4.467, 0.516], [0.228, -3.110, 3.509], [2.925, 1.397, -3.099], [-3.158, -4.729, -2.441], [0.996, -4.763, 0.240], [1.386, -5.571, 3.005], [-3.020, 1.246, -2.781], [0.139, 4.241, 4.371], [-4.309, -0.868, -0.147], [4.152, 3.124, 5.993], [-2.711, 4.245, -0.420], [-1.544, -4.832, -2.277], [-4.237, 0.208, -0.004], [-1.622, -1.328, -0.649], [-3.159, -0.532, -4.843], [1.661, 3.788, 2.329], [-3.786, -1.746, -5.959], [4.829, 4.529, 7.540], [0.930, 2.717, 0.723], [-0.158, -7.110, -0.610], [1.018, -0.832, -0.729], [2.119, 0.220, -3.684], [-4.323, 1.001, -1.309], [1.971, 0.567, -0.190], [1.409, 4.733, 0.875], [0.278, -6.676, 0.647], [-1.420, 1.447, -0.208], [-0.554, -2.786, -0.669], [-2.984, -2.545, -4.244], [-3.193, 0.515, -2.098], [-0.670, -5.333, 2.679], [3.517, 5.137, 6.593], [4.960, 3.742, 4.951], [-4.270, 2.526, -1.078], [0.266, -4.928, 2.289], [0.670, 3.402, 4.816], [-2.196, -1.521, -6.015], [1.686, -0.805, 0.952]], "e_lumo_ev": 0.535, "homo_ev": -8.9, "molar_mass_g_mol": 534.83, "smiles": "COC[C@H](C)N.COC[C@H](C)N.COC[C@H](C)N.COC[C@H](C)N.COC[C@H](C)N.COC[C@H](C)N", "charge": 0}

=====

Stability summary: most stable version a, least stable version c.

=====

Version a
{"formula": "C6H11ClSi", "method": "the ωB97M-V functional and the def2-TZVPD basis", "elements": ["C", "H", "H", "H", "C", "C", "H", "H", "C", "H", "H", "C", "H", "Si", "Cl", "H", "C", "H", "H"], "xyz": [[-0.834, -0.298, 1.704], [-1.986, -1.668, 2.835], [2.565, 2.589, 0.743], [2.473, 0.877, -0.146], [-1.282, -1.540, 2.047], [2.164, 1.592, 0.690], [0.264, 1.981, 1.600], [0.734, -1.595, -2.190], [0.895, 1.298, 1.022], [-0.770, -2.464, 1.784], [-0.687, -1.588, -3.299], [-0.023, -0.918, -2.780], [-0.327, 1.682, -1.514], [-0.761, 0.319, -1.516], [-2.726, 0.231, -0.952], [1.080, -0.666, 0.558], [0.283, 0.016, 0.913], [-1.479, 0.539, 2.090], [0.417, -0.385, -3.588]], "e_lumo_ev": 0.031, "homo_ev": -7.1, "molar_mass_g_mol": 146.69, "charge": 0}

=====

Version b
{"formula": "C6H11ClSi", "method": "the ωB97M-V functional and the def2-TZVPD basis", "elements": ["H", "H", "H", "C", "C", "Cl", "H", "H", "H", "C", "H", "H", "H", "C", "C", "H", "H", "Si", "C"], "xyz": [[-2.665, 0.501, 0.654], [0.753, 0.174, 2.127], [-2.564, -0.643, -0.815], [3.444, -1.330, 0.290], [-0.174, 1.229, -1.892], [4.014, 0.159, 0.934], [-0.194, 1.649, 1.587], [1.922, -2.453, -0.509], [-2.139, -1.184, 1.043], [2.112, -1.488, 0.117], [1.411, 1.370, 1.057], [-0.933, 2.044, -2.071], [-0.258, 0.612, -2.712], [0.712, -1.260, 0.382], [-2.082, -0.405, 0.199], [4.022, -1.915, -0.400], [0.786, 1.818, -1.904], [-0.324, 0.089, -0.345], [0.527, 0.900, 1.331]], "e_lumo_ev": 0.109, "homo_ev": -7.6, "molar_mass_g_mol": 146.69, "charge": 0}

=====

Stability summary: most stable version a, least stable version b.

=====

Version a
{"formula": "C5H5FN2", "method": "the ωB97M-V functional and the def2-TZVPD basis", "elements": ["C", "C", "C", "N", "F", "H", "H", "C", "H", "H", "N", "C", "H"], "xyz": [[-0.497, -0.134, -1.451], [-0.665, 2.470, -2.612], [0.904, 0.080, 1.694], [0.343, -1.233, 1.808], [-0.876, -1.310, -2.053], [0.305, -1.635, 2.742], [-0.690, 2.396, -1.451], [-0.116, -0.300, -0.143], [1.532, 0.503, 2.524], [0.381, 2.340, -2.991], [0.564, 0.599, 0.591], [-0.312, -1.460, 0.703], [-0.872, -2.317, 0.638]], "e_lumo_ev": [-0.686, -0.686], "homo_ev": [-7.9, -7.9], "molar_mass_g_mol": 112.11, "charge": 0}

=====

Version b
{"formula": "C5H5FN2", "method": "the ωB97M-V functional and the def2-TZVPD basis", "elements": ["H", "N", "F", "C", "N", "C", "H", "C", "H", "C", "H", "C", "H"], "xyz": [[-1.326, -0.129, -2.194], [-0.977, -0.114, -1.305], [-1.719, -1.473, 2.619], [0.414, -0.684, 0.326], [-1.162, 0.893, -0.518], [-0.376, 0.568, 0.603], [-0.165, 1.035, 2.743], [-0.405, 1.325, 1.795], [-0.873, 2.290, 1.794], [-0.544, -1.865, 3.101], [1.247, -1.048, 0.915], [-0.005, -1.000, -0.893], [0.307, -1.851, -1.657]], "e_lumo_ev": [-0.608, -0.043], "homo_ev": [-8.6, -7.3], "molar_mass_g_mol": 112.11, "charge": 0}

=====

Stability summary: most stable version b, least stable version a.